Entry 1:
DFT (wB97M-V/def2-TZVPD) results for a cluster of 2 separate species, C5H6N in total at a distorted geometry.

* E_LUMO: -7.26 eV
* energy above the lowest of the compared OMol25 structures with the same formula, charge and spin: 132.16 kcal per mole
* frontier orbital gap: 8.4 eV
* calculated total energy: -6759.4465 eV
* net charge: +1

The geometry in XYZ format:
```
12
Properties=species:S:1:pos:R:3:forces:R:3
C 2.084 -0.928 0.434 0.8193 -1.5615 -1.2591
C -0.330 0.024 0.633 -1.3256 0.1989 -0.3401
C -0.961 0.417 -0.353 0.8899 -1.3709 1.9368
C 0.383 -0.302 1.725 1.0546 4.8489 0.0065
C -1.681 0.779 -1.474 2.1431 -0.0864 -2.9486
N 2.426 0.098 0.057 0.5287 1.2348 0.3409
H 1.936 -1.974 0.248 -0.1355 -0.2292 0.6132
H 0.302 -1.146 2.302 -0.2344 -2.3156 0.9348
H 0.980 0.569 2.231 -1.1245 -1.7280 -1.0030
H -1.646 1.838 -1.615 -0.8418 0.7636 -0.1209
H -2.480 0.177 -1.815 -1.6125 -0.2179 0.5164
H -1.011 0.447 -2.374 -0.1612 0.4633 1.3230
```
Positions in Å, forces in eV/Å.

Entry 2:
DFT (wB97M-V/def2-TZVPD) results for a cluster of 2 separate species, C4H8NS in total at a distorted geometry.

* E_LUMO: -6.60 eV
* energy above the lowest of the compared OMol25 structures with the same formula, charge and spin: 98.36 kcal per mole
* frontier orbital gap: 5.1 eV
* calculated total energy: -16591.1413 eV
* net charge: +1

The geometry in XYZ format:
```
14
Properties=species:S:1:pos:R:3:forces:R:3
C -3.929 0.286 0.363 0.7199 2.7032 -3.0250
C -2.937 0.291 -0.530 -0.7389 -0.8007 2.1524
C 3.803 0.295 -0.526 2.8736 2.0442 3.3492
C 2.487 0.148 0.005 3.2301 -2.4198 1.2551
N 3.345 -0.773 0.374 -2.8218 0.9870 -1.4259
S -1.639 -0.867 -0.328 0.6406 -0.6704 0.2300
H -4.678 1.043 0.489 -0.1900 0.2464 -0.2799
H -3.982 -0.552 0.896 -0.4824 -3.0462 2.6603
H -2.663 0.979 -1.235 -0.0890 1.9867 -1.6800
H 4.058 0.153 -1.495 0.1070 -0.7667 -3.2050
H 4.628 0.851 0.003 -1.3383 0.0413 -0.5956
H 1.467 0.317 0.015 -2.1497 0.3377 0.0578
H 3.286 -1.784 0.319 -0.0688 -0.2575 0.5297
H -1.765 -0.829 1.005 0.3076 -0.3854 -0.0231
```
Positions in Å, forces in eV/Å.

Entry 3:
DFT (wB97M-V/def2-TZVPD) results for a cluster of 3 separate species, C5H15N3O in total at a distorted geometry.

* E_LUMO: 0.53 eV
* SMILES: CC(=O)N(C)C.[H]/N=N/[H].C
* energy above the lowest of the compared OMol25 structures with the same formula, charge and spin: 71.12 kcal per mole
* frontier orbital gap: 9.5 eV
* calculated total energy: -11943.6653 eV
* net charge: 0

The geometry in XYZ format:
```
24
Properties=species:S:1:pos:R:3:forces:R:3
C 1.128 -0.624 1.623 -0.4741 -0.4751 -0.3336
C 0.562 0.273 0.542 0.7802 2.8528 1.3091
O -0.367 1.065 0.817 1.4465 -1.1786 -0.5425
N 1.406 0.547 -0.509 -0.2983 -0.2484 -0.1127
C 2.439 -0.381 -0.912 0.0454 -0.1901 0.1336
C 0.978 1.495 -1.517 -0.0495 0.1163 0.0471
H 2.017 -0.167 2.054 0.0139 0.0954 -0.0495
H 0.380 -0.735 2.404 0.0078 0.0370 -0.0182
H 1.390 -1.602 1.229 0.0877 -0.1059 0.0494
H 3.128 -0.580 -0.090 -0.0233 -0.0288 -0.0642
H 3.011 0.058 -1.727 -0.0089 0.0422 0.0289
H 2.025 -1.335 -1.261 -0.0191 0.0217 0.0102
H 0.620 0.988 -2.420 -0.0396 0.0123 -0.0231
H 1.816 2.137 -1.797 -0.0145 -0.0278 -0.0084
H 0.183 2.108 -1.100 0.0224 -0.0320 -0.0728
H -0.978 -0.821 -1.421 -0.2546 -0.2510 0.0222
N -0.674 -1.284 -0.551 -1.2275 -0.9786 0.8575
N -1.680 -1.698 0.061 0.8481 0.1259 -1.2257
H -1.384 -2.096 0.969 0.2599 0.0434 -0.1964
C -3.207 0.483 0.717 1.7766 1.2901 0.3807
H -2.038 0.676 0.799 -2.8201 -1.1180 -0.1277
H -3.638 -0.436 1.103 0.3895 -0.1293 0.0775
H -3.596 1.314 1.299 -0.4142 0.1578 0.0387
H -3.521 0.613 -0.314 -0.0343 -0.0313 -0.1800
```
Positions in Å, forces in eV/Å.

Entry 4:
DFT (wB97M-V/def2-TZVPD) results for an isolated molecule of C4H9BS2 at a distorted geometry.

* E_LUMO: 0.42 eV
* SMILES: SB1CCC[C@@H]1S
* energy above the lowest of the compared OMol25 structures with the same formula, charge and spin: 6.34 kcal per mole
* frontier orbital gap: 9.3 eV
* calculated total energy: -26640.5581 eV
* net charge: 0

The geometry in XYZ format:
```
16
Properties=species:S:1:pos:R:3:forces:R:3
S -1.330 -0.976 2.380 0.1130 -1.3570 0.5883
B -0.629 -0.413 0.878 0.3319 0.9756 -1.2334
C 0.432 -1.191 0.054 -0.1009 -2.3419 -1.6654
C 0.495 -0.587 -1.386 -0.0062 3.0160 2.5005
C 0.063 0.949 -1.202 -0.3520 -0.6346 1.8077
C -0.816 1.001 0.117 -1.5876 1.3834 1.2980
S -0.226 2.349 1.415 1.2019 -2.0912 -0.9404
H -0.710 -2.235 2.335 -0.6517 1.2577 0.1176
H 1.447 -0.974 0.413 -0.2509 -0.4090 0.6241
H 0.301 -2.351 -0.076 0.3656 2.0381 0.7760
H 1.542 -0.495 -1.512 0.9250 -0.4938 -1.4942
H -0.058 -1.071 -2.130 -0.5704 -0.8434 -1.0497
H 0.963 1.567 -0.990 -0.5529 -0.3766 -0.3803
H -0.504 1.398 -2.000 0.0679 -0.0157 -0.5411
H -1.934 1.404 0.050 2.2738 -1.1363 -0.3769
H 0.966 1.627 1.654 -1.2065 1.0289 -0.0309
```
Positions in Å, forces in eV/Å.

Entry 5:
DFT (wB97M-V/def2-TZVPD) results for the ion C4H13N3 with charge +1 at a distorted geometry.

* E_LUMO (spin up / spin down): -3.82 / -3.83 eV
* 2S+1: 2
* energy above the lowest of the compared OMol25 structures with the same formula, charge and spin: 24.36 kcal per mole
* frontier orbital gap (spin up / spin down): 3.4 / 7.8 eV
* calculated total energy: -8819.9480 eV
* net charge: +1

The geometry in XYZ format:
```
20
Properties=species:S:1:pos:R:3:forces:R:3
C -1.904 0.853 -0.955 1.0916 1.0982 -0.5616
C -0.842 -0.199 -0.862 0.9772 -0.1587 2.5942
C -0.250 0.110 0.589 1.0378 -0.0459 -0.4109
N 3.246 -0.857 1.640 -1.0528 -0.1663 -0.3233
C 2.154 -0.085 1.331 -0.8434 2.5794 -0.1610
N 0.958 -0.597 0.817 0.6696 -1.9121 -0.1910
N -2.813 0.704 -2.137 -0.5504 0.4898 -0.1067
H -1.351 1.803 -1.054 -0.3083 -0.1983 -0.7309
H -2.475 1.131 -0.072 -0.4165 -1.1380 0.1621
H -1.135 -1.239 -0.748 -0.6723 -0.0817 -0.4242
H 0.006 -0.177 -1.558 -0.5504 0.4904 -0.1285
H 0.081 1.157 0.668 -0.6821 -0.0183 -0.0359
H -1.035 -0.128 1.329 0.1292 0.3102 -0.1290
H 3.976 -0.404 2.148 0.3147 -0.5561 0.0425
H 3.216 -1.812 1.341 0.7779 -0.0618 0.2797
H 2.094 0.958 1.638 0.3230 -0.4038 0.1319
H 0.952 -1.601 0.765 -0.4315 -0.1574 0.0547
H -2.315 0.896 -3.004 0.0398 0.1255 -0.1127
H -3.594 1.355 -2.046 -0.0081 0.1792 -0.2814
H -3.239 -0.213 -2.251 0.1547 -0.3743 0.3320
```
Positions in Å, forces in eV/Å.

> Look up the energy above the lowest of the compared OMol25 structures with the same formula, charge and spin of the third one.

71.12 kcal per mole

Please write out number 5 again, unchanged.
DFT (wB97M-V/def2-TZVPD) results for the ion C4H13N3 with charge +1 at a distorted geometry.

* E_LUMO (spin up / spin down): -3.82 / -3.83 eV
* 2S+1: 2
* energy above the lowest of the compared OMol25 structures with the same formula, charge and spin: 24.36 kcal per mole
* frontier orbital gap (spin up / spin down): 3.4 / 7.8 eV
* calculated total energy: -8819.9480 eV
* net charge: +1

The geometry in XYZ format:
```
20
Properties=species:S:1:pos:R:3:forces:R:3
C -1.904 0.853 -0.955 1.0916 1.0982 -0.5616
C -0.842 -0.199 -0.862 0.9772 -0.1587 2.5942
C -0.250 0.110 0.589 1.0378 -0.0459 -0.4109
N 3.246 -0.857 1.640 -1.0528 -0.1663 -0.3233
C 2.154 -0.085 1.331 -0.8434 2.5794 -0.1610
N 0.958 -0.597 0.817 0.6696 -1.9121 -0.1910
N -2.813 0.704 -2.137 -0.5504 0.4898 -0.1067
H -1.351 1.803 -1.054 -0.3083 -0.1983 -0.7309
H -2.475 1.131 -0.072 -0.4165 -1.1380 0.1621
H -1.135 -1.239 -0.748 -0.6723 -0.0817 -0.4242
H 0.006 -0.177 -1.558 -0.5504 0.4904 -0.1285
H 0.081 1.157 0.668 -0.6821 -0.0183 -0.0359
H -1.035 -0.128 1.329 0.1292 0.3102 -0.1290
H 3.976 -0.404 2.148 0.3147 -0.5561 0.0425
H 3.216 -1.812 1.341 0.7779 -0.0618 0.2797
H 2.094 0.958 1.638 0.3230 -0.4038 0.1319
H 0.952 -1.601 0.765 -0.4315 -0.1574 0.0547
H -2.315 0.896 -3.004 0.0398 0.1255 -0.1127
H -3.594 1.355 -2.046 -0.0081 0.1792 -0.2814
H -3.239 -0.213 -2.251 0.1547 -0.3743 0.3320
```
Positions in Å, forces in eV/Å.

> Number 3 is which compound?

C5H15N3O